The molecule C6H12S2, computed with the ωB97M-V functional and the def2-TZVPD basis.

Element x y z (Å)
C 1.101 0.104 2.776
C -0.196 -0.080 0.288
C 0.395 -0.679 -1.022
C 1.452 0.162 -1.709
C -1.067 -0.551 -1.577
C -1.380 0.455 -0.478
H 0.163 -0.235 3.283
H 1.729 -0.770 2.477
H 1.639 0.737 3.482
H -0.525 -0.916 0.929
H 0.746 -1.750 -0.905
H 1.546 -0.287 -2.719
H 2.391 0.104 -1.133
H 1.187 1.235 -1.788
H -1.597 -1.509 -1.392
H -1.237 -0.248 -2.629
H -1.225 1.470 -0.773
H -2.749 1.246 1.311
S 0.661 1.097 1.315
S -3.037 0.415 0.264

## Properties
Orbital gap   0.344 hartree
Lowest unoccupied orbital energy   0.0298 Eh
E   -28086.3695 eV
Highest occupied orbital energy   -8.56 eV
ΔE to the lowest compared entry with this formula, charge and spin   89.9 kJ/mol
Structure (SMILES)   CS[C@@H]1[C@H](C)C[C@H]1S